Computed, not measured: an isolated molecule of C4H8N2S, with the ωB97M-V functional and the def2-TZVPD basis.

Last column: Löwdin charge in e.
Element x y z (Å)
C 0.60026 -2.67317 -0.25642  -0.133
C 0.70178 -0.20890 0.26423  -0.542
C -0.48294 2.30713 0.14233  -0.531
C -1.01832 3.37075 0.68391  -0.106
H 0.48927 -2.49209 0.80176  0.067
H 0.24215 -3.68387 -0.60524  0.097
H 1.69430 -2.64276 -0.48516  0.084
H -1.07911 -1.94135 -1.50617  0.145
H 1.61035 -0.76116 0.47508  0.064
H -0.75746 1.83099 -0.83066  0.073
H -0.66285 3.62359 1.69124  0.050
H -1.69628 4.06129 0.17487  0.060
N -0.14542 -1.70551 -1.06790  -0.145
N -0.23721 -0.47957 -0.50923  -0.079
S 0.74146 1.39464 1.02736  0.896

Values from the calculation:
F_max = 3.07 eV Å⁻¹
SMILES = C=CS/C=N/NC
energy above the lowest of the compared OMol25 structures with the same formula, charge and spin = 3.1660 eV
gap between HOMO and LUMO = 8.7 eV
electronic energy = -18090.5764 eV

---

Computed, not measured: an isolated molecule of C4H8N2S, with the ωB97M-V functional and the def2-TZVPD basis.

Last column: Löwdin charge in e.
Element x y z (Å)
C 1.32358 1.75322 0.15432  -0.432
C -0.87228 -0.30805 -0.25927  -0.622
C -2.26329 -0.81003 0.13227  -0.169
C -1.12316 -0.85903 1.16761  -0.156
H 1.86953 0.05325 -1.69069  0.068
H 3.32905 -0.06377 -1.21979  0.114
H 1.30463 2.52616 0.84891  0.032
H -0.34386 -1.03566 -0.93795  0.091
H -2.97777 0.05894 0.34253  0.120
H -2.44954 -1.61797 -0.53058  0.082
H -1.11758 -0.11068 1.97415  0.097
H -0.92335 -1.92058 1.43373  0.101
N 2.34259 -0.15449 -0.79831  0.001
N 2.30543 1.03088 -0.08839  -0.148
S -0.40398 1.45780 -0.52854  0.821

Values from the calculation:
F_max = 4.30 eV Å⁻¹
SMILES = N/N=C\SC1CC1
energy above the lowest of the compared OMol25 structures with the same formula, charge and spin = 3.8935 eV
gap between HOMO and LUMO = 9.8 eV
electronic energy = -18089.8489 eV

---

Computed, not measured: a structure of composition C4H8N2S, with the ωB97M-V functional and the def2-TZVPD basis.

Last column: Löwdin charge in e.
Element x y z (Å)
C -1.13310 0.07015 -0.04770  -0.498
C 0.14143 -0.71480 0.11802  -0.390
C 1.10815 -0.59823 -1.06044  -0.431
C 1.11948 -0.18766 1.16000  -0.411
H -1.64529 2.07497 0.09265  0.095
H -0.03695 1.82180 -0.28633  0.050
H -2.94064 0.21104 -0.22377  0.045
H -0.18080 -1.70641 0.29087  0.116
H 0.74438 -0.29373 -2.04739  0.087
H 1.56425 -1.60114 -1.24552  0.087
H 1.55157 -1.00573 1.75541  0.084
H 0.70427 0.55729 1.85696  0.084
N -0.95265 1.42367 -0.22290  0.125
N -2.26117 -0.52749 -0.00923  0.122
S 2.21706 0.47630 -0.13063  0.836

Values from the calculation:
F_max = 1.98 eV Å⁻¹
energy above the lowest of the compared OMol25 structures with the same formula, charge and spin = 1.1821 eV
gap between HOMO and LUMO = 9.7 eV
electronic energy = -18092.5602 eV

---

Please write out number 1 again, unchanged.
Computed, not measured: an isolated molecule of C4H8N2S, with the ωB97M-V functional and the def2-TZVPD basis.

Last column: Löwdin charge in e.
Element x y z (Å)
C 0.60026 -2.67317 -0.25642  -0.133
C 0.70178 -0.20890 0.26423  -0.542
C -0.48294 2.30713 0.14233  -0.531
C -1.01832 3.37075 0.68391  -0.106
H 0.48927 -2.49209 0.80176  0.067
H 0.24215 -3.68387 -0.60524  0.097
H 1.69430 -2.64276 -0.48516  0.084
H -1.07911 -1.94135 -1.50617  0.145
H 1.61035 -0.76116 0.47508  0.064
H -0.75746 1.83099 -0.83066  0.073
H -0.66285 3.62359 1.69124  0.050
H -1.69628 4.06129 0.17487  0.060
N -0.14542 -1.70551 -1.06790  -0.145
N -0.23721 -0.47957 -0.50923  -0.079
S 0.74146 1.39464 1.02736  0.896

Values from the calculation:
F_max = 3.07 eV Å⁻¹
SMILES = C=CS/C=N/NC
energy above the lowest of the compared OMol25 structures with the same formula, charge and spin = 3.1660 eV
gap between HOMO and LUMO = 8.7 eV
electronic energy = -18090.5764 eV

---

Number 1 is which compound?
C4H8N2S

---

Repeat the third record exactly.
Computed, not measured: a structure of composition C4H8N2S, with the ωB97M-V functional and the def2-TZVPD basis.

Last column: Löwdin charge in e.
Element x y z (Å)
C -1.13310 0.07015 -0.04770  -0.498
C 0.14143 -0.71480 0.11802  -0.390
C 1.10815 -0.59823 -1.06044  -0.431
C 1.11948 -0.18766 1.16000  -0.411
H -1.64529 2.07497 0.09265  0.095
H -0.03695 1.82180 -0.28633  0.050
H -2.94064 0.21104 -0.22377  0.045
H -0.18080 -1.70641 0.29087  0.116
H 0.74438 -0.29373 -2.04739  0.087
H 1.56425 -1.60114 -1.24552  0.087
H 1.55157 -1.00573 1.75541  0.084
H 0.70427 0.55729 1.85696  0.084
N -0.95265 1.42367 -0.22290  0.125
N -2.26117 -0.52749 -0.00923  0.122
S 2.21706 0.47630 -0.13063  0.836

Values from the calculation:
F_max = 1.98 eV Å⁻¹
energy above the lowest of the compared OMol25 structures with the same formula, charge and spin = 1.1821 eV
gap between HOMO and LUMO = 9.7 eV
electronic energy = -18092.5602 eV